(1)
Density functional theory data (wB97M-V/def2-TZVPD) for a cluster of 2 separate species, C6H8OS2 in total at a distorted geometry.

Structure (XYZ):
```
17
Properties=species:S:1:pos:R:3
C -2.56 -1.06 0.42
C -1.15 -1.29 0.49
C -2.88 0.06 -0.27
C -0.48 -0.34 -0.18
C 2.04 1.11 0.53
C 1.65 0.16 -0.56
O 1.48 2.38 0.36
S -1.48 0.86 -0.89
S 2.47 -1.40 -0.51
H -3.29 -1.70 0.89
H -0.71 -2.13 1.00
H -3.85 0.47 -0.48
H 1.77 0.68 1.51
H 3.12 1.25 0.52
H 1.52 0.58 -1.55
H 0.52 2.29 0.31
H 1.84 -1.92 -1.56
```

Computed properties:
Orbital gap (eV): 9.38
Charge: 0
LUMO level (eV): 0.572
HOMO level (hartree): -0.324
2S+1: 1

---

(2)
Density functional theory data (wB97M-V/def2-TZVPD) for a structure of composition C5H11N at a distorted geometry.

Structure (XYZ):
```
17
Properties=species:S:1:pos:R:3
C 0.95 0.05 -0.02
C 0.12 1.07 0.63
C 1.96 0.50 -0.84
C 1.04 -1.30 0.63
C -2.31 -0.08 -0.17
N -0.92 0.21 -0.49
H -0.82 0.64 -1.41
H -0.17 0.89 1.66
H 0.24 2.09 0.26
H 2.00 1.53 -1.16
H 2.71 -0.17 -1.23
H 0.07 -1.67 0.97
H 1.68 -1.25 1.51
H 1.45 -2.03 -0.06
H -2.71 -0.83 -0.86
H -2.37 -0.48 0.84
H -2.94 0.81 -0.25
```

Computed properties:
Orbital gap (eV): 8.65
Charge: 0
LUMO level (eV): 1.040
HOMO level (hartree): -0.279
2S+1: 1

---

(3)
Density functional theory data (wB97M-V/def2-TZVPD) for a structure of composition C47H54N2OPS4SiTi.

Structure (XYZ):
```
111
Properties=species:S:1:pos:R:3
Ti 0.38 -1.39 -1.05
C -1.85 1.39 -1.91
C -2.76 0.29 -1.39
S -2.02 -0.67 -0.05
C -2.98 -2.20 -0.20
C -2.11 -3.26 0.44
S -0.69 -3.61 -0.62
C -2.93 -5.40 -2.84
C -3.63 -4.55 -3.57
S -1.01 -1.89 -3.09
C -0.64 -0.58 -4.31
C 0.10 0.65 -3.77
S -0.08 1.02 -2.01
H -1.88 2.25 -1.26
H -2.17 1.68 -2.92
H -2.96 -0.44 -2.18
H -3.69 0.73 -1.04
H -3.17 -2.44 -1.25
H -3.93 -2.07 0.33
H -2.66 -4.20 0.56
H -1.78 -2.95 1.44
H -3.29 -5.74 -1.87
H -1.96 -5.74 -3.15
H -4.59 -4.16 -3.24
H -3.24 -4.16 -4.50
H -1.58 -0.28 -4.76
H -0.04 -1.02 -5.11
H -0.19 1.55 -4.32
H 1.18 0.54 -3.90
C 4.19 -3.54 -3.30
Si 2.31 -3.41 -3.01
C 1.51 -3.72 -4.68
C 1.99 -4.92 -1.94
N 1.96 -1.86 -2.23
C 2.86 -0.83 -2.56
C 3.43 -0.73 -3.84
C 4.45 0.17 -4.11
C 4.91 1.02 -3.12
C 4.29 1.01 -1.87
C 3.23 0.15 -1.63
O 2.48 0.15 -0.49
C 2.72 1.13 0.47
C 2.57 2.47 0.17
C 2.86 3.41 1.14
C 3.25 3.01 2.41
C 3.35 1.66 2.71
C 3.10 0.71 1.73
H 4.46 -4.59 -3.19
H 4.77 -2.96 -2.58
H 4.49 -3.22 -4.30
H 1.93 -4.65 -5.07
H 1.71 -2.93 -5.40
H 0.43 -3.83 -4.60
H 2.21 -5.77 -2.59
H 0.99 -5.04 -1.55
H 2.69 -4.95 -1.10
H 3.07 -1.38 -4.62
H 4.88 0.20 -5.11
H 5.73 1.70 -3.30
H 4.61 1.69 -1.10
H 2.22 2.77 -0.81
H 2.75 4.47 0.91
H 3.46 3.76 3.17
H 3.64 1.34 3.70
H 3.19 -0.35 1.94
N -0.50 1.62 0.71
P -1.42 2.18 1.80
C -1.09 3.89 2.43
C -1.76 4.45 3.51
C -1.52 5.77 3.88
C -0.62 6.54 3.15
C 0.04 5.98 2.06
C -0.20 4.66 1.71
C -1.48 1.24 3.40
C -0.58 1.64 4.40
C -0.45 0.92 5.57
C -1.20 -0.24 5.77
C -2.06 -0.67 4.78
C -2.19 0.07 3.61
C -3.21 2.53 1.39
C -4.34 1.95 1.96
C -5.62 2.27 1.50
C -5.79 3.18 0.48
C -4.67 3.80 -0.08
C -3.41 3.48 0.38
H -2.47 3.86 4.08
H -2.04 6.20 4.72
H -0.43 7.57 3.43
H 0.74 6.58 1.49
H 0.30 4.19 0.86
H 0.02 2.52 4.25
H 0.25 1.25 6.33
H -1.09 -0.81 6.69
H -2.62 -1.58 4.90
H -2.84 -0.32 2.83
H -4.24 1.26 2.78
H -6.48 1.80 1.96
H -6.78 3.43 0.12
H -4.79 4.54 -0.86
H -2.54 3.97 -0.05
C 2.34 -2.56 3.34
C 1.16 -1.85 3.27
C 0.59 -1.54 2.04
C 1.18 -1.94 0.84
C 2.39 -2.65 0.94
C 2.96 -2.96 2.16
H 2.79 -2.80 4.30
H 0.67 -1.51 4.18
H -0.30 -0.93 2.03
H 2.90 -2.96 0.03
H 3.90 -3.50 2.19
```

Computed properties:
Orbital gap (eV): 6.73
Charge: -1
LUMO level (eV): 2.353
HOMO level (hartree): -0.161
2S+1: 1

---

(4)
Density functional theory data (wB97M-V/def2-TZVPD) for a cluster of 10 separate species, C40H63Cl18N5O3P2S in total at a distorted geometry.

Structure (XYZ):
```
132
Properties=species:S:1:pos:R:3
C 1.25 -5.73 -0.62
C 0.20 -5.14 -0.77
C -1.17 -4.56 -1.04
C -1.95 -4.34 0.31
C -2.14 -2.83 0.74
C -1.05 -1.87 0.23
C -1.36 -0.83 -0.77
C -2.80 -0.66 -1.33
O -3.79 -0.54 -0.27
N -3.38 0.41 0.69
O -3.52 -0.09 1.74
C -0.32 0.01 -1.23
P -0.61 1.33 -2.57
N -1.53 0.60 -3.88
O -1.57 2.49 -1.76
C 1.04 -0.09 -0.70
N 2.00 0.78 -1.18
C 3.18 0.61 -0.61
C 4.33 1.55 -1.03
C 4.05 3.06 -0.67
C 3.18 3.24 0.61
C 3.90 2.69 1.89
N 2.95 2.48 2.98
C 1.67 2.99 3.09
C 1.01 2.57 4.25
C 2.00 1.71 4.94
C 3.12 1.74 4.12
C 3.44 -0.42 0.38
N 2.57 -1.29 0.84
C 1.34 -1.08 0.28
C 0.26 -1.95 0.73
P 0.69 -3.19 2.05
S 1.48 -2.35 3.64
H 2.24 -6.05 -0.34
H -1.72 -5.36 -1.59
H -1.15 -3.68 -1.71
H -1.48 -4.98 1.08
H -2.97 -4.75 0.15
H -3.17 -2.55 0.47
H -2.10 -2.80 1.85
H -3.07 -1.49 -2.01
H -2.90 0.27 -1.92
H -2.41 1.12 -3.99
H -1.75 -0.38 -3.68
H -1.15 2.55 -0.88
H 4.41 1.51 -2.15
H 5.31 1.19 -0.66
H 5.03 3.58 -0.60
H 3.51 3.57 -1.49
H 3.09 4.34 0.77
H 2.16 2.84 0.48
H 4.43 1.75 1.64
H 4.61 3.48 2.22
H 1.20 3.66 2.36
H -0.01 2.83 4.56
H 1.86 1.19 5.89
H 4.05 1.21 4.36
H 4.47 -0.50 0.78
H -0.46 -3.88 2.51
H 1.58 -4.16 1.55
Cl -7.61 -2.08 -2.83
C -7.01 -0.67 -1.93
C -8.03 -0.14 -0.95
Cl -9.42 0.61 -1.77
H -6.71 0.09 -2.65
H -6.12 -1.00 -1.39
H -7.57 0.63 -0.34
H -8.40 -0.92 -0.30
Cl 1.49 -7.77 1.00
C 0.83 -9.43 1.00
C 1.17 -10.17 -0.27
Cl 0.32 -9.50 -1.69
H -0.25 -9.36 1.15
H 1.26 -9.94 1.85
H 0.86 -11.21 -0.18
H 2.24 -10.14 -0.48
Cl -4.39 -10.53 4.06
C -4.07 -9.71 2.51
C -3.52 -10.66 1.47
Cl -1.87 -11.21 1.87
H -3.39 -8.89 2.69
H -5.02 -9.31 2.16
H -3.46 -10.16 0.50
H -4.14 -11.54 1.36
Cl -6.13 2.34 0.84
C -7.78 2.97 1.10
C -7.77 4.37 1.66
Cl -7.15 4.44 3.33
H -8.29 2.28 1.77
H -8.28 2.95 0.14
H -8.78 4.76 1.68
H -7.16 5.04 1.05
Cl -1.04 3.61 -5.53
C -0.95 4.92 -4.31
C -0.37 6.19 -4.89
Cl 1.36 6.03 -5.27
H -0.37 4.55 -3.47
H -1.97 5.09 -3.97
H -0.46 6.99 -4.16
H -0.89 6.49 -5.79
Cl 6.14 -0.19 2.63
C 5.26 -1.54 3.40
C 6.16 -2.72 3.67
Cl 6.68 -3.52 2.16
H 4.42 -1.81 2.75
H 4.86 -1.16 4.34
H 5.62 -3.47 4.25
H 7.05 -2.43 4.22
Cl 0.78 4.50 -9.96
C 0.05 3.12 -9.10
C 1.04 2.01 -8.84
Cl 1.54 1.19 -10.35
H -0.80 2.77 -9.69
H -0.33 3.51 -8.16
H 0.58 1.26 -8.21
H 1.93 2.39 -8.35
Cl -0.59 9.06 -1.14
C 1.14 8.76 -1.44
C 1.42 7.30 -1.72
Cl 1.18 6.28 -0.29
H 1.70 9.11 -0.58
H 1.42 9.36 -2.30
H 2.46 7.18 -2.03
H 0.78 6.92 -2.52
Cl 7.61 5.19 5.84
C 5.98 5.22 6.54
C 5.33 3.86 6.54
Cl 4.94 3.29 4.89
H 5.38 5.94 5.98
H 6.08 5.58 7.56
H 4.39 3.90 7.09
H 5.97 3.11 7.00
```

Computed properties:
Orbital gap (eV): 6.44
Charge: 0
LUMO level (eV): -1.036
HOMO level (hartree): -0.275
SMILES: C#CCCCc1c(CON=O)c(P(N)O)c2nc(CCCCn3cccc3)cnc2c1[PH2]=S.ClCCCl.ClCCCl.ClCCCl.ClCCCl.ClCCCl.ClCCCl.ClCCCl.ClCCCl.ClCCCl
2S+1: 1